Formula: C6H10N2OS
Source: OMol25
Level of theory: ωB97M-V/def2-TZVPD

Summary:
- relative energy (zero: lowest compared OMol25 entry of this formula, charge and spin) (kJ/mol) = 321.4
- SMILES = OSc1cnc[nH]1.C=CC
- LUMO energy (hartree) = 0.0181
- E_HOMO (eV) = -8.88
- orbital gap (eV) = 9.4

Geometry as ORCA input:
```
! RIJCOSX wB97M-V def2-TZVPD def2/J DEFGRID3
* xyz 0 1
O -0.990 -1.707 -2.459
S -0.405 -1.215 -1.010
C -1.660 -0.258 -0.244
C -2.175 0.936 -0.526
N -3.303 1.043 0.191
C -3.421 -0.009 0.995
N -2.414 -0.863 0.772
H -1.317 -0.986 -2.956
H -1.658 1.631 -1.099
H -4.306 -0.035 1.662
H -2.219 -1.779 1.148
C 2.717 1.501 1.013
C 2.115 0.555 0.303
C 2.875 -0.645 -0.094
H 2.186 2.419 1.502
H 3.780 1.615 1.170
H 0.966 0.578 0.137
H 3.748 -0.348 -0.791
H 2.151 -1.394 -0.508
H 3.330 -1.041 0.795
*
```

Atom-resolved charges from Mulliken, all expressed in e: atom 1 (O): -0.466, atom 2 (S): 0.008, atom 3 (C): 0.032, atom 4 (C): 0.002, atom 5 (N): -0.677, atom 6 (C): -0.170, atom 7 (N): -0.089, atom 8 (H): 0.331, atom 9 (H): 0.477, atom 10 (H): 0.379, atom 11 (H): 0.214, atom 12 (C): -0.885, atom 13 (C): 0.522, atom 14 (C): -0.767, atom 15 (H): 0.207, atom 16 (H): 0.309, atom 17 (H): -0.149, atom 18 (H): 0.253, atom 19 (H): 0.176, atom 20 (H): 0.295